120
Properties=species:S:1:pos:R:3:forces:R:3 method="wB97M-V/def2-TZVPD" homo_ev=-12.901 orbital_gap_ev=7.10 total_energy_ha=-6325.9142 fmax_ev_per_a=0.554 total_charge=+2
Zr -0.3072 0.0529 0.0837 0.20 -0.45 0.25
C -1.0907 -2.0908 3.7020 0.00 -0.03 0.04
Sb 0.1348 -0.4439 3.1582 -0.03 0.20 -0.20
C -0.7024 1.0584 4.3980 -0.01 -0.02 0.04
C 1.8241 -0.9388 4.3789 0.01 -0.05 0.07
C 2.9148 0.0834 4.5101 0.02 0.00 -0.03
C 3.0155 0.8240 5.6863 0.01 0.00 0.01
C 4.1016 1.6531 5.9270 -0.04 0.00 0.00
C 5.1145 1.7459 4.9848 -0.02 0.05 -0.01
C 5.0033 1.0493 3.7920 -0.02 0.02 -0.01
C 3.9066 0.2314 3.5285 -0.05 0.08 -0.01
C 3.8765 -0.5579 2.2650 0.05 -0.16 0.00
Sb 2.8449 0.0035 0.4437 -0.07 0.13 -0.21
C 3.6345 -1.7667 -0.4425 0.04 -0.01 -0.02
C 4.1453 1.5251 -0.2697 0.08 -0.01 0.01
H -1.2502 -2.0539 4.7788 0.00 0.00 0.00
H -0.5899 -3.0262 3.4539 -0.01 0.01 -0.03
H -2.0445 -2.0413 3.1828 0.01 0.02 -0.02
H 0.0343 1.8345 4.6005 0.01 -0.01 -0.03
H -0.9907 0.5877 5.3376 -0.01 0.00 0.00
H -1.5733 1.5014 3.9207 0.01 -0.01 -0.01
H 2.2087 -1.8974 4.0274 -0.01 0.01 -0.02
H 1.3722 -1.1237 5.3552 0.01 0.00 -0.01
H 2.2574 0.7053 6.4522 0.00 0.00 -0.01
H 4.1699 2.1930 6.8619 0.01 0.00 0.00
H 5.9877 2.3554 5.1769 -0.01 0.00 0.00
H 5.7955 1.1222 3.0551 0.00 -0.01 0.00
H 3.5104 -1.5721 2.4327 -0.01 0.01 0.00
H 4.8892 -0.6659 1.8693 -0.01 0.01 0.00
H 4.5863 -1.5330 -0.9159 -0.01 0.00 0.00
H 2.9576 -2.2065 -1.1648 0.00 0.01 0.01
H 3.8046 -2.4753 0.3670 -0.01 0.00 0.00
H 5.1013 1.0828 -0.5470 -0.01 -0.01 0.00
H 4.2954 2.2549 0.5255 0.00 -0.01 -0.03
H 3.7115 2.0311 -1.1301 -0.02 -0.03 -0.01
O 0.1203 2.3959 -2.5364 -0.05 0.00 0.00
C 0.3137 1.9434 -3.8312 0.00 -0.02 0.04
C 0.8225 2.7717 -4.8262 -0.03 0.03 0.03
C 0.9819 2.2732 -6.1053 0.00 -0.02 -0.01
C 0.6503 0.9518 -6.3962 0.01 0.03 0.00
C 0.2302 0.1194 -5.3806 -0.02 0.00 0.01
C 0.0699 0.6033 -4.0763 0.03 0.04 -0.03
P -0.0403 -0.6048 -2.7255 0.03 -0.01 0.15
C -1.5312 -1.5735 -3.0991 -0.02 0.01 0.00
C -2.5604 -0.9617 -3.8159 0.01 0.00 -0.02
C -3.7582 -1.6268 -4.0301 -0.01 0.01 0.01
C -3.9484 -2.9047 -3.5246 0.00 0.00 0.00
C -2.9361 -3.5161 -2.7997 0.00 0.00 0.00
C -1.7387 -2.8526 -2.5827 -0.01 -0.02 0.00
C 1.4573 -1.5541 -3.1688 0.01 0.00 -0.03
C 2.6130 -0.7892 -3.3557 0.01 0.00 -0.02
C 3.7926 -1.3824 -3.7676 -0.01 0.01 0.01
C 3.8412 -2.7544 -3.9817 0.00 -0.01 -0.01
C 2.7025 -3.5199 -3.7917 0.00 -0.01 0.00
C 1.5102 -2.9238 -3.3944 -0.02 0.01 0.00
C -0.5923 3.5592 -2.3242 0.03 -0.04 0.00
C -1.2812 4.2516 -3.3138 0.03 -0.07 -0.02
C -1.8796 5.4616 -3.0059 0.00 0.03 0.04
C -1.8018 5.9903 -1.7237 0.00 -0.03 -0.05
C -1.1931 5.2493 -0.7306 0.02 0.01 -0.02
C -0.6055 4.0107 -1.0107 -0.16 0.09 0.04
P -0.0716 2.9621 0.3647 0.03 -0.28 0.16
C -1.2687 3.4994 1.6383 0.07 0.09 0.03
C -2.6258 3.3910 1.3225 0.00 -0.01 0.07
C -3.5916 3.7821 2.2305 -0.02 -0.01 -0.04
C -3.2166 4.3027 3.4651 0.01 0.01 0.02
C -1.8746 4.4457 3.7706 0.02 0.01 -0.02
C -0.8997 4.0481 2.8598 -0.05 0.04 0.00
C 1.5306 3.6104 0.8974 0.03 0.06 -0.02
C 2.1009 3.1249 2.0737 -0.06 0.02 0.05
C 3.2474 3.7047 2.5879 0.04 0.02 0.00
C 3.8749 4.7317 1.8931 0.01 0.01 -0.01
C 3.3446 5.1824 0.6937 0.00 0.00 0.00
C 2.1657 4.6364 0.2029 -0.02 0.02 0.02
H 1.0776 3.7972 -4.5973 -0.01 0.01 0.00
H 1.3694 2.9182 -6.8826 0.00 0.00 0.00
H 0.7618 0.5698 -7.4014 0.00 0.00 0.00
H 0.0506 -0.9300 -5.5830 0.00 0.00 0.00
H -2.4275 0.0343 -4.2179 0.01 0.00 0.00
H -4.5405 -1.1459 -4.6028 0.00 0.00 0.00
H -4.8799 -3.4262 -3.6998 0.00 0.00 0.00
H -3.0760 -4.5140 -2.4059 0.00 0.00 0.00
H -0.9656 -3.3527 -2.0155 0.02 0.00 -0.02
H 2.5867 0.2869 -3.2131 -0.01 0.00 0.00
H 4.6739 -0.7749 -3.9288 0.00 0.00 0.00
H 4.7607 -3.2219 -4.3077 0.00 0.00 0.00
H 2.7290 -4.5863 -3.9721 0.00 0.00 0.00
H 0.6277 -3.5389 -3.3036 -0.01 0.00 0.00
H -1.3530 3.8617 -4.3170 0.03 -0.01 -0.02
H -2.4073 5.9979 -3.7833 0.00 0.00 0.00
H -2.2431 6.9499 -1.4943 0.00 0.00 -0.01
H -1.1901 5.6207 0.2859 0.00 0.01 -0.02
H -2.9303 3.0330 0.3441 -0.01 0.01 0.01
H -4.6393 3.6963 1.9715 0.00 0.00 0.00
H -3.9725 4.6148 4.1733 0.00 0.00 0.00
H -1.5748 4.8787 4.7159 0.00 0.00 0.00
H 0.1410 4.1942 3.1103 0.03 -0.01 0.00
H 1.6218 2.3219 2.6263 -0.01 -0.03 0.01
H 3.6450 3.3565 3.5289 0.03 -0.03 0.03
H 4.7746 5.1828 2.2908 -0.01 0.00 0.00
H 3.8307 5.9811 0.1494 0.01 -0.01 0.00
H 1.7331 5.0285 -0.7086 0.00 -0.01 0.00
Br -6.8213 0.3964 3.7404 0.00 0.00 0.01
C -6.0807 0.2263 2.0167 0.01 0.00 -0.03
C -6.9042 -0.0555 0.9325 -0.02 0.00 0.00
C -6.3639 -0.1708 -0.3417 0.03 0.00 0.00
C -5.0048 0.0009 -0.5409 -0.03 -0.02 0.00
C -4.1927 0.2770 0.5564 -0.01 0.13 -0.10
C -4.7213 0.3903 1.8410 -0.01 0.00 0.02
C -2.7634 0.4676 0.3681 -0.08 -0.01 0.03
O -1.9531 0.5618 1.3538 -0.22 0.00 0.04
O -2.2062 0.5004 -0.7878 -0.01 0.09 -0.12
H -7.9669 -0.1830 1.0875 0.00 0.00 0.00
H -7.0133 -0.3925 -1.1774 0.00 0.00 0.00
H -4.5671 -0.0894 -1.5264 0.01 0.00 0.01
H -4.0769 0.6165 2.6791 0.00 0.00 0.00
O 0.5788 -1.9706 -0.0173 0.18 -0.15 0.03
C -0.4851 -2.5856 0.3213 -0.01 0.11 0.01
O -1.5142 -1.9139 0.5281 0.08 0.16 -0.05
H -0.4691 -3.6743 0.4348 -0.02 0.00 -0.01

=====

18
Properties=species:S:1:pos:R:3:forces:R:3 method="wB97M-V/def2-TZVPD" relative_energy_kcal_mol=172.2 homo_ev=-11.131 orbital_gap_ev=9.67 total_energy_ha=-733.6447 fmax_ev_per_a=5.393
C 1.3221 -2.0564 0.0495 1.27 -1.33 -0.90
C -1.8931 1.4968 -0.4318 -2.23 1.23 -0.34
C -1.2554 0.8247 0.6344 1.44 -1.36 2.08
C -0.7168 -0.5818 0.5718 1.22 -1.37 -2.43
C 1.1408 -0.6820 -0.1418 -5.13 1.56 -0.54
N 1.5939 -3.1674 0.1452 -0.35 -0.06 0.19
N 1.0061 -0.1574 -1.6130 1.74 -1.03 -0.10
N 1.8368 0.1151 0.8409 1.18 1.19 -0.52
O 1.2547 -1.0506 -2.4263 -0.76 1.46 0.82
O 0.7397 1.0065 -1.8391 0.00 -1.48 0.57
O 2.3362 1.1583 0.4642 -0.28 -0.37 0.45
O 1.8742 -0.3664 1.9489 -0.01 0.19 0.29
O -2.6481 0.8970 0.7155 -0.28 0.35 -1.22
H -1.9923 2.6271 -0.4758 0.44 -1.69 -0.01
H -2.1137 0.9074 -1.3131 0.23 0.39 -0.29
H -0.8441 1.3793 1.4516 0.80 0.54 0.13
H -1.3933 -1.3526 -0.0331 1.74 1.74 1.18
H -0.2478 -0.9977 1.4517 -1.01 0.04 0.66

=====

46
Properties=species:S:1:pos:R:3:forces:R:3 method="wB97M-V/def2-TZVPD" relative_energy_kcal_mol=37.6 homo_ev=-9.124 orbital_gap_ev=9.06 smiles="O=C1CS[C@H](c2ccncc2-c2ccc(C(F)(F)F)cc2)N1C1CCCC1" total_energy_ha=-1656.0312 fmax_ev_per_a=4.197
O -0.4054 -3.2100 2.3581 0.72 0.66 -0.01
C 0.1920 -2.1403 2.2813 -1.52 -0.91 0.30
C 1.2080 -1.6735 3.2914 0.66 -1.10 1.68
S 1.9145 -0.0923 2.7995 -0.28 -0.65 0.16
C 0.8192 -0.0736 1.3461 -0.96 1.97 0.42
C 0.2494 1.3795 1.2644 -2.35 0.23 -1.65
C -0.7086 1.8606 2.1937 1.72 -1.23 0.36
C -1.2743 3.1096 1.9757 1.11 -1.11 -0.99
N -1.1529 3.8142 0.8743 0.12 -0.09 -1.45
C -0.4519 3.2763 -0.1381 0.91 -0.17 0.39
C 0.3195 2.1247 -0.0030 0.57 -1.97 3.38
C 1.2193 1.5699 -1.0209 0.23 1.00 -2.94
C 0.6261 1.4323 -2.3025 2.57 -1.09 0.24
C 1.4865 1.0826 -3.3981 -1.43 0.68 -0.18
C 2.8631 0.9719 -3.2872 -0.39 0.24 0.99
C 3.7061 0.4682 -4.4388 -2.41 0.49 -0.31
F 3.1065 -0.6496 -4.9753 0.98 0.46 0.45
F 3.7926 1.3296 -5.4965 0.38 -0.40 0.86
F 4.8903 0.2006 -3.9515 1.26 -0.60 -0.76
C 3.4604 1.1867 -2.0041 -2.99 -0.85 -2.82
C 2.6488 1.4204 -0.9550 -1.41 0.96 1.58
N -0.1878 -1.1477 1.4384 2.23 1.36 0.87
C -1.4597 -1.1057 0.8202 -1.48 2.45 -2.21
C -1.6803 -2.0723 -0.3560 0.01 0.88 1.16
C -3.1306 -2.3585 -0.3388 -1.47 -1.21 -1.21
C -3.5969 -2.2194 1.0642 -0.91 -1.17 2.36
C -2.6306 -1.2389 1.7434 -2.77 1.42 1.10
H 0.6017 -1.5477 4.2268 0.54 -0.10 -0.69
H 1.9845 -2.4517 3.5327 -0.79 0.73 -0.48
H 1.4577 -0.2596 0.5243 0.38 -0.08 -1.05
H -0.8953 1.2944 3.1495 0.17 0.71 -1.14
H -1.8073 3.5656 2.7214 -1.47 0.96 1.85
H -0.3587 3.8068 -1.0820 -0.31 0.23 0.16
H -0.4515 1.4345 -2.4003 0.07 0.28 -0.20
H 0.9858 0.9936 -4.3791 0.54 -0.25 0.52
H 4.4609 1.0372 -1.8690 2.47 -0.12 0.34
H 3.2077 1.5792 -0.0493 -0.44 0.08 0.72
H -1.6842 -0.0700 0.3716 1.27 -1.19 0.58
H -1.3218 -1.6362 -1.2603 0.44 -0.10 -0.75
H -1.2343 -2.9606 -0.0748 1.65 -1.85 0.08
H -3.6252 -1.6334 -0.9409 -0.72 0.52 -0.77
H -3.3922 -3.3870 -0.7052 0.30 1.02 -0.08
H -3.4669 -3.2301 1.6063 -0.40 1.43 -0.80
H -4.6672 -1.8849 1.1968 1.07 -0.58 -0.32
H -3.2250 -0.2128 1.9614 1.70 -2.08 -0.48
H -2.3920 -1.6829 2.6853 0.42 0.12 0.77

=====

70
Properties=species:S:1:pos:R:3:forces:R:3 method="wB97M-V/def2-TZVPD" homo_ev=-6.605 orbital_gap_ev=6.26 total_energy_ha=-2548.6059 fmax_ev_per_a=0.702
Ag 0.7449 0.1768 0.1386 -0.70 -0.01 -0.10
C 5.4306 1.3032 -0.7019 -0.03 0.01 -0.12
C 3.9408 1.1111 -0.6140 0.14 0.25 -0.26
N 3.3421 0.3565 0.2107 -0.12 -0.19 0.23
N 4.0579 -0.3863 1.0850 -0.28 -0.02 0.08
C 3.4427 -1.0573 2.1111 -0.07 0.06 -0.10
N 4.3048 -1.8574 2.7918 -0.01 -0.02 0.16
S 1.8411 -0.9558 2.4955 0.22 0.05 0.01
C 3.0711 1.9021 -1.5395 0.14 -0.04 0.11
C 3.6223 2.5735 -2.6189 0.14 0.06 -0.16
C 2.8041 3.3647 -3.4142 0.07 0.01 0.01
C 1.4683 3.4728 -3.0891 -0.03 0.00 0.01
C 0.9981 2.7484 -2.0008 -0.11 -0.05 -0.01
N 1.7694 1.9677 -1.2558 0.03 0.05 0.08
H 5.9557 0.9814 0.1936 0.00 0.01 0.05
H 5.6578 2.3595 -0.8390 0.02 -0.02 -0.01
H 5.8469 0.7592 -1.5537 0.00 0.01 0.03
H 5.0506 -0.4893 0.9639 0.14 -0.05 -0.08
H 5.2984 -1.6946 2.7547 -0.01 -0.01 -0.02
H 3.9436 -2.2298 3.6540 0.02 -0.04 -0.01
H 4.6761 2.4805 -2.8471 -0.06 0.03 0.00
H 3.2160 3.8977 -4.2615 0.00 -0.02 0.00
H 0.7912 4.0968 -3.6568 0.01 -0.03 0.01
H -0.0433 2.7983 -1.7135 0.05 -0.04 -0.06
C -3.5500 0.9642 2.5665 -0.16 -0.03 -0.01
Si -1.8421 0.3539 2.0368 0.05 0.07 0.03
C -0.6639 1.6712 2.7370 -0.04 0.07 0.10
C -1.5973 -1.2189 3.0485 0.08 -0.09 0.05
C -1.6406 0.0722 0.2225 0.15 0.06 0.29
Si -2.4435 1.3530 -0.7984 0.08 0.05 -0.22
C -4.3294 1.2718 -0.8275 -0.13 -0.03 -0.01
C -2.0015 3.0962 -0.2027 0.01 0.12 0.09
C -1.9980 1.2416 -2.6441 0.06 0.16 -0.09
Si -1.9958 -1.6171 -0.3371 0.14 -0.12 -0.10
C -2.2191 -1.8271 -2.1960 0.00 0.01 -0.16
C -3.5000 -2.4961 0.3824 -0.11 -0.05 0.10
C -0.4906 -2.7680 -0.0457 -0.02 -0.10 0.03
C -0.5719 -4.0784 0.4338 0.05 0.05 0.00
C 0.5686 -4.8625 0.5089 -0.03 0.04 0.00
C 1.7770 -4.3274 0.0855 -0.01 -0.04 0.03
C 1.7840 -3.0229 -0.3768 -0.11 0.02 0.01
N 0.6923 -2.2606 -0.4385 0.22 -0.21 -0.04
H -3.5915 1.0905 3.6551 0.03 -0.02 -0.09
H -4.3300 0.2491 2.2784 0.05 0.10 0.05
H -3.7920 1.9300 2.1115 -0.01 -0.07 0.07
H -0.2746 1.3702 3.7171 -0.06 0.04 -0.08
H -1.1844 2.6276 2.8635 0.04 -0.08 -0.02
H 0.1931 1.8470 2.0855 0.07 0.03 0.01
H -1.5277 -0.9720 4.1138 0.02 -0.01 -0.08
H -0.6943 -1.7676 2.7695 -0.06 -0.03 0.04
H -2.4461 -1.8947 2.9229 0.07 0.06 0.09
H -4.7587 1.3419 0.1739 -0.02 0.00 -0.08
H -4.6595 0.3212 -1.2667 0.02 0.11 0.05
H -4.7511 2.0804 -1.4366 0.04 -0.07 0.03
H -2.6646 3.4069 0.6124 0.08 -0.02 -0.06
H -2.1132 3.8294 -1.0108 -0.03 -0.04 0.08
H -0.9747 3.1527 0.1751 -0.11 0.01 0.00
H -2.7406 0.6366 -3.1704 0.09 0.11 0.01
H -1.0236 0.7748 -2.8086 -0.01 0.09 -0.02
H -1.9950 2.2317 -3.1183 0.00 -0.07 0.07
H -3.1322 -1.3450 -2.5614 0.10 -0.11 0.04
H -2.2910 -2.8959 -2.4239 0.00 0.04 0.03
H -1.3698 -1.4175 -2.7505 -0.11 -0.10 0.04
H -4.3725 -1.8358 0.3134 0.07 -0.07 0.00
H -3.3814 -2.7737 1.4321 -0.06 -0.01 -0.11
H -3.7262 -3.4049 -0.1860 0.00 0.06 0.03
H -1.5310 -4.4698 0.7545 0.05 0.01 -0.02
H 0.5185 -5.8754 0.8913 0.00 0.02 -0.01
H 2.6936 -4.9031 0.1209 -0.03 0.02 -0.01
H 2.7112 -2.5594 -0.7054 -0.03 -0.01 0.00

=====

25
Properties=species:S:1:pos:R:3:forces:R:3 method="wB97M-V/def2-TZVPD" relative_energy_kcal_mol=33.3 homo_ev=-8.745 orbital_gap_ev=9.59 smiles=CCCCCCN.O total_energy_ha=-368.7477 fmax_ev_per_a=2.938
C 0.8703 -2.3142 -1.7514 1.03 0.58 -2.69
C -0.2034 -1.2491 -2.0857 -0.47 -1.79 -1.31
C -0.7853 -0.7067 -0.8112 -1.60 0.71 -0.92
C 0.1142 0.2849 -0.1183 -0.41 1.28 2.03
C -0.6591 1.6463 0.2403 1.34 -1.96 1.03
C -1.7172 1.6508 1.3909 0.12 0.09 -2.01
N -1.1431 1.7982 2.6897 -0.25 -0.06 0.44
H 0.5175 -2.8854 -0.9188 0.10 -0.47 0.49
H 1.8828 -1.8952 -1.6010 -0.59 0.04 0.58
H 1.0660 -2.9781 -2.6456 -0.52 0.38 0.96
H -1.0136 -1.7496 -2.6613 0.11 -0.38 0.75
H -0.0066 -0.5297 -2.9113 0.88 0.23 1.15
H -1.1537 -1.5237 -0.1602 0.47 0.29 -0.26
H -1.7317 -0.2182 -1.1678 0.56 0.06 0.69
H 0.5396 -0.1311 0.8168 -0.32 0.03 -0.28
H 0.9896 0.5767 -0.7016 -0.17 -0.15 -0.27
H -1.0584 1.8547 -0.7399 -0.31 1.15 -0.04
H 0.1015 2.3080 0.6716 0.01 0.48 -1.03
H -2.3771 2.4991 1.1117 0.07 -0.31 0.49
H -2.3125 0.7476 1.2682 -0.17 -0.10 0.56
H -1.2145 1.0875 3.3927 0.01 -0.10 -0.25
H -0.3875 2.4452 2.8140 0.05 -0.03 -0.09
O 3.2594 -0.2593 0.9801 0.13 -0.08 -1.30
H 2.3789 -0.3243 1.3728 0.94 0.17 0.69
H 4.0440 -0.1343 1.5254 -0.98 -0.07 0.59

=====

Copy entry 5 word for word.
25
Properties=species:S:1:pos:R:3:forces:R:3 method="wB97M-V/def2-TZVPD" relative_energy_kcal_mol=33.3 homo_ev=-8.745 orbital_gap_ev=9.59 smiles=CCCCCCN.O total_energy_ha=-368.7477 fmax_ev_per_a=2.938
C 0.8703 -2.3142 -1.7514 1.03 0.58 -2.69
C -0.2034 -1.2491 -2.0857 -0.47 -1.79 -1.31
C -0.7853 -0.7067 -0.8112 -1.60 0.71 -0.92
C 0.1142 0.2849 -0.1183 -0.41 1.28 2.03
C -0.6591 1.6463 0.2403 1.34 -1.96 1.03
C -1.7172 1.6508 1.3909 0.12 0.09 -2.01
N -1.1431 1.7982 2.6897 -0.25 -0.06 0.44
H 0.5175 -2.8854 -0.9188 0.10 -0.47 0.49
H 1.8828 -1.8952 -1.6010 -0.59 0.04 0.58
H 1.0660 -2.9781 -2.6456 -0.52 0.38 0.96
H -1.0136 -1.7496 -2.6613 0.11 -0.38 0.75
H -0.0066 -0.5297 -2.9113 0.88 0.23 1.15
H -1.1537 -1.5237 -0.1602 0.47 0.29 -0.26
H -1.7317 -0.2182 -1.1678 0.56 0.06 0.69
H 0.5396 -0.1311 0.8168 -0.32 0.03 -0.28
H 0.9896 0.5767 -0.7016 -0.17 -0.15 -0.27
H -1.0584 1.8547 -0.7399 -0.31 1.15 -0.04
H 0.1015 2.3080 0.6716 0.01 0.48 -1.03
H -2.3771 2.4991 1.1117 0.07 -0.31 0.49
H -2.3125 0.7476 1.2682 -0.17 -0.10 0.56
H -1.2145 1.0875 3.3927 0.01 -0.10 -0.25
H -0.3875 2.4452 2.8140 0.05 -0.03 -0.09
O 3.2594 -0.2593 0.9801 0.13 -0.08 -1.30
H 2.3789 -0.3243 1.3728 0.94 0.17 0.69
H 4.0440 -0.1343 1.5254 -0.98 -0.07 0.59